C6H15NO | ωB97M-V/def2-TZVPD

highest occupied orbital energy	-7.502	eV
lowest unoccupied orbital energy	0.782	eV
energy relative to the best compared isomer or geometry (same formula, charge and spin)	35.52	kcal per mole
SMILES	CC/C(C)=C(/C)N.O
2S+1	1
Kohn-Sham gap	8.28	eV

Bonds (Å) are listed after each position.
Geometry (Å):
1 C 1.641 1.810 -1.166  C2 1.553, H8 1.091, H9 1.084, H10 1.077
2 C 1.693 0.258 -1.124  C1 1.553, C3 1.504, H11 1.083, H12 1.092
3 C 0.479 -0.356 -0.482  C2 1.504, C4 1.513, C5 1.347
4 C -0.817 0.126 -1.095  C3 1.513, H13 1.090, H14 1.086, H15 1.080
5 C 0.547 -1.020 0.688  C3 1.347, C6 1.498, N7 1.391
6 C -0.646 -1.593 1.389  C5 1.498, H16 1.094, H17 1.081, H18 1.096
7 N 1.759 -1.416 1.246  C5 1.391, H19 1.002, H20 1.001
8 H 1.115 2.165 -2.053  C1 1.091
9 H 2.656 2.189 -1.142  C1 1.084
10 H 1.100 2.213 -0.326  C1 1.077
11 H 1.847 -0.144 -2.117  C2 1.083
12 H 2.603 0.059 -0.553  C2 1.092
13 H -1.723 -0.160 -0.561  C4 1.090
14 H -0.909 1.199 -0.953  C4 1.086
15 H -0.815 -0.177 -2.132  C4 1.080
16 H -0.481 -2.644 1.640  C6 1.094
17 H -1.008 -1.022 2.233  C6 1.081
18 H -1.471 -1.723 0.679  C6 1.096
19 H 2.621 -1.321 0.746  N7 1.002
20 H 1.764 -1.961 2.086  N7 1.001
21 O -4.227 1.388 1.201  H22 0.959, H23 0.965
22 H -4.107 0.440 1.282  O21 0.959
23 H -3.620 1.690 0.514  O21 0.965

C6H15NO | ωB97M-V/def2-TZVPD

highest occupied orbital energy	-9.967	eV
lowest unoccupied orbital energy	0.735	eV
energy relative to the best compared isomer or geometry (same formula, charge and spin)	23.23	kcal per mole
SMILES	CC(N)=O.CC(C)C
2S+1	1
Kohn-Sham gap	10.70	eV

Bonds (Å) are listed after each position.
Geometry (Å):
1 C -0.528 1.399 2.798  C2 1.545, H5 1.103, H6 1.087, H7 1.073
2 C 0.911 1.893 2.531  C1 1.545, N3 1.377, O4 1.204
3 N 0.796 2.800 1.501  C2 1.377, H8 1.005, H9 1.010
4 O 1.947 1.620 3.081  C2 1.204
5 H -0.595 0.379 3.213  C1 1.103
6 H -1.001 1.194 1.841  C1 1.087
7 H -1.013 2.180 3.351  C1 1.073
8 H 1.522 3.247 0.970  N3 1.005
9 H -0.097 2.924 1.046  N3 1.010
10 C -0.716 -2.075 -2.590  C11 1.519, H14 1.083, H15 1.093, H16 1.099
11 C -0.459 -1.182 -1.389  C10 1.519, C12 1.562, C13 1.528, H17 1.130
12 C 0.438 -1.877 -0.315  C11 1.562, H18 1.091, H19 1.078, H20 1.110
13 C 0.089 0.231 -1.589  C11 1.528, H21 1.113, H22 1.094, H23 1.104
14 H 0.200 -2.350 -3.100  C10 1.083
15 H -1.307 -1.633 -3.397  C10 1.093
16 H -1.281 -2.970 -2.296  C10 1.099
17 H -1.397 -1.149 -0.760  C11 1.130
18 H 1.287 -2.411 -0.743  C12 1.091
19 H 0.708 -1.150 0.433  C12 1.078
20 H -0.053 -2.657 0.302  C12 1.110
21 H -0.475 0.630 -2.461  C13 1.113
22 H -0.157 0.838 -0.712  C13 1.094
23 H 1.180 0.122 -1.714  C13 1.104